{
  "formula": "C4H6Br2N3",
  "method": "ωB97M-V with the def2-TZVPD basis set",
  "elements": ["C", "C", "C", "C", "N", "N", "N", "Br", "Br", "H", "H", "H", "H", "H", "H"],
  "positions_angstrom": [[-2.9520, -0.7807, -1.6364], [-4.0486, -0.0823, -1.5887], [0.0031, -1.4965, -0.0125], [-0.1177, 1.5049, -0.0898], [-1.8518, -1.2889, -1.4108], [-0.9397, -0.6165, -0.6443], [-1.0175, 0.6154, -0.6745], [-5.4133, -0.6083, -0.3649], [-4.4587, 1.2554, -2.8592], [0.4342, -2.1559, -0.7680], [0.7951, -0.9508, 0.4931], [-0.5276, -2.1271, 0.7057], [-0.7151, 2.2876, 0.3880], [0.6106, 1.0885, 0.6087], [0.3986, 2.0141, -0.9113]],
  "homo_ev": -13.3,
  "multiplicity": 1,
  "gap_ev": 7.58,
  "total_energy_ev": -148789.04219,
  "total_charge": 1,
  "smiles": "C/N=[N+](\\C)N=C=C(Br)Br"
}

***

{
  "formula": "C4H6Br2N3",
  "method": "ωB97M-V with the def2-TZVPD basis set",
  "elements": ["C", "C", "C", "C", "N", "N", "N", "Br", "Br", "H", "H", "H", "H", "H", "H"],
  "positions_angstrom": [[-2.2958, -1.1008, 0.1464], [0.1883, 0.4251, -0.5100], [-0.8898, -1.5688, 0.4116], [-2.7648, 1.1766, -0.8427], [-2.6351, 0.0020, -0.4027], [-0.0448, -0.3924, 0.5497], [0.7846, 1.4877, -0.2018], [-3.5205, -2.5286, 0.3125], [-2.8362, 2.7067, 0.2305], [-0.7591, -2.0613, 1.5438], [-0.5959, -2.3415, -0.2974], [-2.9004, 1.4295, -1.9236], [0.5869, -0.3335, 1.3814], [1.0870, 2.0204, -0.9906], [1.2036, 1.8629, 0.7445]],
  "homo_ev": -12.2,
  "multiplicity": 1,
  "gap_ev": 6.80,
  "total_energy_ev": -148790.18130,
  "total_charge": 1
}

***

{
  "formula": "C4H6Br2O",
  "method": "ωB97M-V with the def2-TZVPD basis set",
  "elements": ["C", "C", "C", "C", "O", "Br", "Br", "H", "H", "H", "H", "H", "H"],
  "positions_angstrom": [[0.8700, -0.0735, 0.5783], [0.1257, -0.3989, 1.8343], [0.4048, 1.2769, -1.8720], [-0.2011, 0.1990, -1.0661], [2.0603, -0.1180, 0.3894], [0.0777, 3.0229, -1.0572], [-0.1720, -1.5914, -1.8142], [-0.0378, 0.5149, 2.4530], [0.7876, -1.0329, 2.4646], [-0.8533, -0.8721, 1.4828], [0.0281, 1.3695, -2.8800], [1.4154, 1.2963, -1.9086], [-1.2725, 0.4936, -0.9357]],
  "homo_ev": -9.4,
  "multiplicity": 1,
  "gap_ev": 9.94,
  "total_energy_ev": -146376.24929,
  "total_charge": 0
}

***

{
  "formula": "C4H6Br2P",
  "method": "ωB97M-V with the def2-TZVPD basis set",
  "elements": ["C", "C", "C", "C", "P", "Br", "Br", "H", "H", "H", "H", "H", "H"],
  "positions_angstrom": [[-1.5453, 0.5201, 0.3566], [-1.1822, 0.1411, -0.8679], [0.0528, 0.0327, 1.5983], [0.1347, -0.4580, -1.1607], [1.2512, -0.1114, 0.1902], [2.2001, 1.8529, -0.0760], [2.8152, -1.6362, -0.0451], [-2.4986, 1.0519, 0.8103], [-1.8060, 0.2445, -1.7690], [0.2591, 0.8210, 2.3939], [-0.2720, -0.8380, 2.0967], [0.1684, -1.6138, -1.3905], [0.4227, -0.0070, -2.1369]],
  "homo_ev": -14.7,
  "multiplicity": 1,
  "gap_ev": 9.58,
  "total_energy_ev": -153610.35603,
  "total_charge": 1
}

***

{
  "formula": "C4H6Br3N",
  "method": "ωB97M-V with the def2-TZVPD basis set",
  "elements": ["C", "C", "C", "C", "N", "Br", "Br", "Br", "H", "H", "H", "H", "H", "H"],
  "positions_angstrom": [[-1.0660, 0.3039, 0.4312], [-0.2956, -1.0131, 0.6394], [-0.6299, 0.7747, -0.9641], [1.1859, -0.7765, 0.2256], [0.7426, 0.7862, -1.1237], [2.0800, -2.0664, -0.7840], [2.2896, -0.0043, 1.6192], [1.6137, 2.3701, -0.3556], [-2.0972, 0.2012, 0.5212], [-0.8478, 1.0474, 1.2264], [-0.3012, -1.7113, 1.5548], [-0.5771, -1.7307, -0.0665], [-0.9517, 0.0698, -1.7736], [-1.1454, 1.7491, -1.1503]],
  "homo_ev": [-9.0, -9.0],
  "multiplicity": 1,
  "gap_ev": [8.88, 8.88],
  "total_energy_ev": -215859.43996,
  "total_charge": 0
}

***

{
  "formula": "C4H6Br3NO2",
  "method": "ωB97M-V with the def2-TZVPD basis set",
  "elements": ["C", "C", "C", "C", "N", "O", "O", "Br", "Br", "Br", "H", "H", "H", "H", "H", "H"],
  "positions_angstrom": [[0.3241, -0.6563, 1.5993], [-0.1278, 0.1646, -0.8270], [0.8434, -0.5047, 0.1988], [2.0895, 0.3805, 0.1820], [1.8645, 2.0910, 0.4461], [1.5578, 2.2934, 1.5677], [1.9295, 2.7672, -0.5262], [1.3818, -2.3017, -0.5685], [3.3602, -0.2051, 1.4865], [3.2025, 0.4244, -1.5524], [0.9059, -1.2150, 2.2463], [-0.7555, -0.9618, 1.6079], [0.1685, 0.3854, 2.1073], [0.4466, 0.4503, -1.7051], [-0.6167, 1.0393, -0.3286], [-0.9075, -0.4867, -1.3450]],
  "homo_ev": -10.1,
  "multiplicity": 1,
  "gap_ev": 9.67,
  "total_energy_ev": -219953.62348,
  "total_charge": 0
}

***

{
  "formula": "C4H6BrClO2",
  "method": "ωB97M-V with the def2-TZVPD basis set",
  "elements": ["C", "C", "C", "C", "O", "O", "Cl", "Br", "H", "H", "H", "H", "H", "H"],
  "positions_angstrom": [[-1.3496, -1.3915, -0.7327], [0.7691, -0.5346, 0.1599], [-1.3498, 0.7405, 0.5013], [-0.5023, -0.1154, -0.5379], [-1.6287, -1.8596, -1.7864], [-0.2364, 0.4681, -1.7798], [-1.5548, -2.3634, 0.7946], [-3.2645, 0.5682, 0.1001], [1.3787, -0.9828, -0.7414], [1.2603, 0.2641, 0.6420], [0.6944, -1.4039, 0.9071], [-1.0680, 0.3937, 1.5147], [-1.0234, 1.7441, 0.4402], [-0.9805, 0.3574, -2.4109]],
  "homo_ev": -10.5,
  "multiplicity": 1,
  "gap_ev": 10.99,
  "total_energy_ev": -90904.72225,
  "total_charge": 0,
  "smiles": "C[C@](O)(CBr)C(=O)Cl"
}

***

{
  "formula": "C4H6BrF",
  "method": "ωB97M-V with the def2-TZVPD basis set",
  "elements": ["C", "C", "C", "C", "F", "Br", "H", "H", "H", "H", "H", "H"],
  "positions_angstrom": [[-0.3132, -0.7577, 0.6186], [-0.5388, -0.3452, -0.7631], [-0.2198, 0.3675, 1.8955], [0.6540, 0.1322, -1.5723], [0.8543, 1.2284, 1.7978], [-1.7786, 1.2852, 2.3827], [-1.0739, -1.5168, 0.9854], [0.6986, -1.2284, 0.7510], [-1.4397, 0.2440, -0.8679], [1.5348, 0.3532, -0.8422], [0.5952, 1.0761, -2.2589], [1.0275, -0.8387, -2.1266]],
  "homo_ev": [-8.7, -8.5],
  "multiplicity": 1,
  "gap_ev": [8.49, 8.09],
  "total_energy_ev": -77000.84696,
  "total_charge": 0
}

***

{
  "formula": "C4H6BrN",
  "method": "ωB97M-V with the def2-TZVPD basis set",
  "elements": ["C", "C", "C", "C", "N", "Br", "H", "H", "H", "H", "H", "H"],
  "positions_angstrom": [[-1.6784, 1.0257, 0.3700], [1.5133, -0.4389, 0.0114], [1.2424, -1.6887, 0.1440], [-0.1745, 0.8103, -0.2698], [0.9882, -2.8647, 0.2109], [3.0286, 0.5743, 0.2731], [-2.4039, 0.2345, 0.2082], [-1.6755, 1.3848, 1.4197], [0.3566, 1.7378, -0.1808], [-1.7809, 2.0565, -0.2124], [-0.1680, 0.6270, -1.4180], [0.7520, -3.4585, -0.5564]],
  "homo_ev": -8.3,
  "multiplicity": 1,
  "gap_ev": 8.74,
  "total_energy_ev": -75773.09841,
  "total_charge": 0
}

***

{
  "formula": "C4H6BrN",
  "method": "ωB97M-V with the def2-TZVPD basis set",
  "elements": ["C", "C", "C", "C", "N", "Br", "H", "H", "H", "H", "H", "H"],
  "positions_angstrom": [[0.7625, 1.0740, 0.6296], [-0.9792, -0.5624, 0.1811], [1.5208, 1.9709, -0.1756], [-0.9945, -2.0937, 0.0903], [-0.0016, 0.2148, 0.2763], [-2.6940, 0.2565, -0.0176], [0.9644, 2.4644, -1.0237], [2.3246, 1.5346, -0.8402], [2.0295, 2.6926, 0.5240], [-0.7162, -2.3974, 1.1440], [-0.2145, -2.6133, -0.6122], [-2.0016, -2.5408, -0.1760]],
  "homo_ev": -7.6,
  "multiplicity": 1,
  "gap_ev": 8.20,
  "total_energy_ev": -75774.83930,
  "total_charge": 0
}

***

Please write out number 10 again, unchanged.
{
  "formula": "C4H6BrN",
  "method": "ωB97M-V with the def2-TZVPD basis set",
  "elements": ["C", "C", "C", "C", "N", "Br", "H", "H", "H", "H", "H", "H"],
  "positions_angstrom": [[0.7625, 1.0740, 0.6296], [-0.9792, -0.5624, 0.1811], [1.5208, 1.9709, -0.1756], [-0.9945, -2.0937, 0.0903], [-0.0016, 0.2148, 0.2763], [-2.6940, 0.2565, -0.0176], [0.9644, 2.4644, -1.0237], [2.3246, 1.5346, -0.8402], [2.0295, 2.6926, 0.5240], [-0.7162, -2.3974, 1.1440], [-0.2145, -2.6133, -0.6122], [-2.0016, -2.5408, -0.1760]],
  "homo_ev": -7.6,
  "multiplicity": 1,
  "gap_ev": 8.20,
  "total_energy_ev": -75774.83930,
  "total_charge": 0
}